[1]
DFT (wB97M-V/def2-TZVPD) results for C39H35CsI2N4O3Se as an isolated structure.

Calculated values
Electronic energy   -4968.96993 Eh
M   1073.41 g mol⁻¹
ΔE to the lowest compared entry with this formula, charge and spin   0.276 eV
Lowest unoccupied orbital energy   3.3 eV
Net charge   -2

Geometry as XYZ:
```
85
Properties=species:S:1:pos:R:3:forces:R:3
Cs -0.899 0.106 0.651 -0.056 -0.104 0.223
I 4.124 -6.021 5.202 -0.018 0.031 -0.012
C 3.052 -4.434 4.345 0.026 -0.054 0.023
C 1.795 -4.110 4.828 0.027 0.037 -0.042
C 1.107 -3.064 4.244 -0.054 -0.015 0.059
I -0.790 -2.558 4.969 0.025 0.005 -0.020
C 1.605 -2.282 3.157 -0.039 -0.001 0.029
O 0.952 -1.331 2.633 0.097 0.030 -0.143
C 2.917 -2.665 2.708 -0.001 -0.001 0.010
C 3.532 -1.899 1.559 -0.009 -0.028 -0.029
N 2.809 -1.933 0.291 0.023 0.019 0.007
C 2.391 -3.258 -0.118 -0.038 -0.025 -0.016
C 1.412 -3.194 -1.264 -0.006 -0.009 -0.013
C 1.391 -4.175 -2.249 0.013 0.006 0.018
C 0.418 -4.120 -3.234 -0.024 0.017 -0.004
C -0.494 -3.078 -3.219 0.032 -0.028 -0.010
C -0.380 -2.128 -2.216 0.000 0.034 0.007
N 0.540 -2.186 -1.255 0.002 0.020 0.005
C 3.601 -3.713 3.289 -0.024 0.029 0.000
H 1.354 -4.663 5.647 -0.003 -0.002 0.003
H 4.546 -2.282 1.394 0.001 -0.004 -0.004
H 3.628 -0.844 1.828 -0.012 0.005 0.018
H 1.977 -1.361 0.373 0.002 -0.031 0.039
H 1.903 -3.819 0.695 0.004 0.006 0.014
H 3.265 -3.847 -0.419 0.012 0.010 -0.004
H 2.125 -4.972 -2.229 -0.004 0.000 -0.002
H 0.372 -4.882 -4.003 0.007 -0.004 0.004
H -1.287 -2.994 -3.948 -0.004 0.009 0.008
H -1.067 -1.288 -2.186 -0.019 0.024 -0.001
H 4.584 -3.973 2.909 -0.002 -0.005 0.001
C 1.632 1.749 3.216 0.022 0.030 -0.016
O 0.939 2.417 2.171 -0.042 -0.118 -0.058
C 0.795 3.763 2.258 0.016 0.029 0.035
C 1.255 4.500 3.346 -0.025 0.005 -0.024
C 1.060 5.876 3.399 0.018 0.009 0.034
C 0.403 6.521 2.368 -0.026 -0.009 -0.046
C -0.043 5.789 1.275 0.018 0.029 0.052
C 0.154 4.415 1.185 -0.029 -0.117 -0.070
N -0.277 3.620 0.076 0.029 0.101 0.123
N -0.560 4.354 -0.913 -0.013 -0.019 -0.112
C -1.012 3.833 -2.092 0.000 0.093 0.044
C -1.079 2.433 -2.412 0.039 -0.001 0.081
O -0.671 1.523 -1.665 0.009 -0.013 -0.255
C -1.659 2.085 -3.710 0.003 -0.003 0.043
C -2.059 3.014 -4.594 0.001 0.013 0.000
C -1.929 4.419 -4.321 -0.005 -0.006 -0.014
C -2.323 5.377 -5.268 -0.002 0.004 0.001
C -2.199 6.724 -5.020 0.006 -0.010 0.009
C -1.665 7.134 -3.790 0.000 0.011 -0.006
C -1.279 6.214 -2.845 -0.004 -0.042 0.007
C -1.400 4.822 -3.073 0.003 0.016 -0.014
H 1.149 1.914 4.184 -0.026 0.009 -0.009
H 2.670 2.093 3.269 0.000 -0.002 0.012
H 1.594 0.687 2.981 -0.001 0.007 -0.008
H 1.763 4.004 4.159 0.001 0.003 0.003
H 1.420 6.430 4.258 -0.004 0.001 -0.002
H 0.231 7.590 2.407 0.002 0.001 0.007
H -0.557 6.272 0.457 -0.003 0.003 -0.001
H -1.767 1.023 -3.896 -0.008 0.005 -0.017
H -2.500 2.717 -5.542 0.002 -0.003 0.000
H -2.733 5.030 -6.211 0.001 -0.005 0.003
H -2.507 7.454 -5.759 0.001 0.002 0.002
H -1.554 8.192 -3.577 0.001 -0.001 0.001
H -0.867 6.541 -1.902 -0.001 0.007 -0.004
C -9.788 0.234 -1.269 -0.018 0.006 0.011
C -8.341 -0.183 -1.326 0.017 0.009 -0.016
C -7.916 -1.398 -0.811 0.009 -0.003 -0.001
C -6.583 -1.801 -0.864 -0.001 -0.025 0.001
C -6.198 -3.132 -0.283 0.009 0.001 -0.003
C -5.614 -0.968 -1.452 -0.010 0.073 0.011
Se -3.783 -1.491 -1.529 0.034 -0.031 0.012
C -6.041 0.269 -1.984 0.043 -0.004 0.025
C -5.059 1.206 -2.626 0.014 -0.001 0.037
C -7.380 0.635 -1.911 -0.025 -0.017 -0.003
H -10.373 -0.470 -0.675 0.005 0.000 -0.001
H -10.238 0.279 -2.265 0.010 -0.001 -0.004
H -9.903 1.224 -0.820 0.005 -0.002 -0.002
H -8.644 -2.060 -0.346 0.001 0.001 0.000
H -7.076 -3.653 0.107 0.003 0.000 0.003
H -5.463 -3.010 0.515 -0.006 0.010 0.004
H -5.707 -3.753 -1.035 -0.011 0.001 -0.004
H -4.315 1.555 -1.905 0.001 -0.031 0.009
H -5.565 2.074 -3.053 0.002 -0.009 -0.022
H -4.486 0.691 -3.399 -0.023 0.023 -0.025
H -7.680 1.596 -2.323 0.001 -0.003 0.001
```
Positions in Å, forces in eV/Å.

***

[2]
DFT (wB97M-V/def2-TZVPD) results for a 7-piece molecular cluster, C39H35N8O2 overall in a non-equilibrium geometry.

Calculated values
Electronic energy   -2095.26604 Eh
M   647.76 g mol⁻¹
Lowest unoccupied orbital energy   1.6 eV
Net charge   -1

Geometry as XYZ:
```
84
Properties=species:S:1:pos:R:3:forces:R:3
O 3.169 5.423 1.112 -4.429 -3.090 -4.935
C 2.413 5.043 0.045 1.501 5.140 -0.806
O 2.131 5.977 -1.079 1.027 -5.643 5.750
C 1.750 3.512 -0.043 0.174 -1.574 0.081
C 0.201 3.414 -0.526 0.946 -3.517 0.648
N -0.534 2.112 -0.655 5.940 1.793 1.894
C 0.324 0.936 -0.281 0.019 -0.432 -0.024
C -0.395 -0.566 -0.397 4.069 -1.621 1.421
C 0.478 -1.925 -0.053 0.446 4.601 -0.163
C 2.050 -1.810 0.400 -1.640 4.201 -0.627
C 2.712 -0.317 0.541 -2.721 -1.997 -0.897
C 1.870 1.087 0.202 0.107 -1.638 -0.146
N 2.644 2.368 0.342 -7.003 0.377 -2.420
H -0.381 4.414 -0.762 1.449 -2.376 0.472
H -1.517 -0.723 -0.722 2.659 0.660 0.663
H -0.052 -2.963 -0.170 1.272 2.306 0.291
H 2.652 -2.814 0.607 -1.333 2.620 -0.465
H 3.857 -0.241 0.869 -2.899 -0.017 -0.811
N -2.352 -0.434 -3.142 -0.157 0.643 -0.861
C -2.121 -0.759 -4.433 -0.129 0.188 0.905
C -2.179 0.149 -5.478 -0.056 0.173 0.098
C -2.496 1.471 -5.185 -0.024 0.042 0.085
C -2.741 1.836 -3.865 0.047 -0.113 -0.360
C -2.656 0.857 -2.888 0.119 -0.912 0.088
H -1.881 -1.803 -4.611 0.011 0.060 -0.046
H -1.982 -0.167 -6.496 -0.002 0.005 0.093
H -2.552 2.211 -5.978 0.020 -0.077 0.089
H -2.992 2.858 -3.604 0.062 -0.112 0.021
H -2.835 1.093 -1.843 0.084 0.075 -0.139
N 1.486 -4.103 -2.061 0.019 -1.068 -0.632
C 2.430 -5.069 -2.065 -0.673 0.782 0.065
C 2.371 -6.201 -2.862 -0.252 -0.025 -0.186
C 1.275 -6.357 -3.704 -0.007 0.055 0.002
C 0.285 -5.380 -3.720 0.270 -0.132 -0.036
C 0.435 -4.281 -2.890 0.695 0.200 0.557
H 3.264 -4.903 -1.389 -0.015 -0.028 -0.053
H 3.160 -6.943 -2.826 -0.050 0.067 0.015
H 1.193 -7.232 -4.342 -0.012 0.090 0.078
H -0.582 -5.472 -4.365 0.084 -0.011 0.116
H -0.310 -3.489 -2.869 0.023 0.002 0.011
N 7.569 8.177 0.980 -0.546 0.007 -0.520
C 7.411 8.799 -0.209 0.150 -0.401 0.814
C 6.293 8.650 -1.014 -0.061 -0.161 0.199
C 5.274 7.810 -0.577 -0.034 0.040 -0.077
C 5.408 7.155 0.643 0.196 0.170 -0.019
C 6.562 7.370 1.379 0.698 0.645 -0.416
H 8.235 9.441 -0.508 -0.029 0.001 -0.021
H 6.219 9.176 -1.959 0.035 -0.015 0.047
H 4.383 7.668 -1.181 -0.018 -0.125 0.167
H 4.633 6.493 1.011 0.020 0.129 -0.187
H 6.712 6.884 2.339 -0.047 0.000 -0.066
N 1.183 1.582 3.856 -0.529 0.717 0.548
C 0.420 1.509 4.968 0.551 0.066 -0.789
C -0.210 2.601 5.543 0.078 0.136 -0.075
C -0.047 3.846 4.945 0.049 0.044 -0.110
C 0.734 3.954 3.799 -0.309 0.061 0.368
C 1.322 2.804 3.296 0.162 -0.889 0.109
H 0.326 0.517 5.400 -0.015 0.026 0.028
H -0.813 2.484 6.436 0.028 -0.017 -0.047
H -0.525 4.725 5.368 0.042 -0.088 -0.040
H 0.881 4.910 3.309 0.084 -0.122 -0.032
H 1.938 2.836 2.402 -0.088 0.111 0.336
N -2.085 -7.460 -2.810 -0.986 -0.517 0.172
C -3.148 -6.743 -2.385 0.834 -0.381 -0.302
C -4.387 -7.294 -2.103 -0.029 -0.296 -0.040
C -4.551 -8.665 -2.270 0.007 0.013 0.001
C -3.475 -9.431 -2.708 -0.192 0.168 0.088
C -2.273 -8.789 -2.960 0.216 0.917 0.085
H -2.971 -5.677 -2.274 -0.035 -0.053 0.016
H -5.205 -6.670 -1.763 0.096 -0.035 -0.034
H -5.508 -9.133 -2.060 0.107 0.054 -0.023
H -3.570 -10.502 -2.848 0.029 0.092 0.009
H -1.403 -9.344 -3.300 -0.077 0.003 0.023
N -4.406 1.293 4.421 0.004 -0.879 0.612
C -3.201 0.751 4.705 -0.690 0.551 -0.368
C -3.031 -0.396 5.464 -0.292 -0.150 0.147
C -4.164 -1.026 5.967 0.041 0.015 -0.005
C -5.418 -0.491 5.694 0.239 -0.078 0.032
C -5.487 0.657 4.922 0.705 0.500 -0.383
H -2.347 1.281 4.293 -0.056 -0.097 0.038
H -2.039 -0.788 5.658 -0.073 0.060 -0.053
H -4.070 -1.926 6.567 -0.010 0.090 -0.064
H -6.321 -0.959 6.072 0.059 0.050 -0.043
H -6.444 1.111 4.678 0.043 -0.057 0.040
```
Positions in Å, forces in eV/Å.

***

[3]
DFT (wB97M-V/def2-TZVPD) results for C39H36ClCoN2P2 as an isolated structure in a non-equilibrium geometry.

Calculated values
Expectation value of S²   6.029
Electronic energy   -4142.35392 Eh
M   689.06 g mol⁻¹
Lowest unoccupied orbital energy (alpha / beta)   -6.2 / -10.6 eV
Multiplicity   5
Net charge   +2

Geometry as XYZ:
```
81
Properties=species:S:1:pos:R:3:forces:R:3
Co 0.041 -0.011 -0.057 0.307 -0.563 -2.338
Cl 0.366 -0.067 -2.418 -0.308 0.324 0.711
P 0.011 2.306 -0.244 0.771 1.394 -0.044
P -0.009 -2.335 -0.137 -0.033 -2.074 -0.366
C 0.123 3.260 1.312 -0.092 0.188 0.067
C -1.502 2.999 -1.009 -0.099 -1.379 -0.859
C 1.393 2.956 -1.243 -0.002 0.137 -0.226
C 1.568 -3.187 -0.508 0.280 0.109 0.022
C -0.554 -3.188 1.386 -0.131 0.027 0.250
C -1.184 -2.923 -1.404 -0.203 0.101 -0.132
C 1.214 4.085 1.607 -0.121 -0.006 0.063
C 1.262 4.780 2.817 -0.111 -0.124 -0.031
C 0.223 4.657 3.738 -0.016 -0.147 -0.163
C -0.869 3.834 3.449 0.082 0.006 -0.032
C -0.917 3.137 2.246 0.127 0.151 -0.005
H 2.022 4.190 0.890 -0.085 0.040 0.120
H 2.113 5.419 3.036 -0.138 -0.095 -0.037
H 0.262 5.198 4.679 -0.014 -0.072 -0.147
H -1.679 3.730 4.164 0.094 0.048 -0.095
H -1.765 2.495 2.026 0.019 0.047 0.083
C 2.679 2.470 -0.971 -0.254 0.120 -0.226
C 3.777 2.963 -1.671 -0.178 -0.017 0.023
C 3.597 3.933 -2.658 -0.273 -0.058 0.102
C 2.317 4.411 -2.941 0.048 -0.120 0.106
C 1.216 3.927 -2.235 0.219 -0.158 0.187
H 2.800 1.692 -0.220 0.149 0.051 -0.054
H 4.770 2.580 -1.456 -0.153 0.061 -0.034
H 4.452 4.309 -3.214 -0.143 -0.063 0.098
H 2.173 5.158 -3.717 0.033 -0.115 0.123
H 0.220 4.293 -2.463 0.131 0.030 -0.084
C -1.933 4.299 -0.706 0.857 -0.305 0.518
C -3.077 4.819 -1.310 -2.086 0.093 -1.511
C -3.801 4.046 -2.219 0.044 1.527 0.744
C -3.376 2.752 -2.523 -0.960 0.214 -0.567
C -2.234 2.226 -1.920 1.964 0.109 1.591
H -1.379 4.900 0.009 0.020 -0.033 -0.069
H -3.404 5.826 -1.066 0.010 -0.160 -0.050
H -4.694 4.451 -2.685 0.169 -0.066 0.081
H -3.937 2.146 -3.229 0.060 0.088 0.040
H -1.895 1.223 -2.159 0.051 0.011 -0.091
C -1.747 -3.915 1.451 0.177 0.111 0.132
C -2.130 -4.531 2.644 0.162 0.091 0.074
C -1.324 -4.428 3.776 -0.012 0.103 -0.214
C -0.130 -3.705 3.716 -0.074 0.082 -0.162
C 0.252 -3.086 2.530 -0.317 -0.106 0.026
H -2.375 -4.004 0.569 0.048 -0.032 0.109
H -3.058 -5.093 2.684 0.155 0.069 -0.003
H -1.623 -4.907 4.704 0.053 0.052 -0.145
H 0.500 -3.616 4.596 -0.061 -0.069 -0.104
H 1.178 -2.519 2.488 0.015 -0.125 0.006
C 2.561 -2.522 -1.239 -0.027 -0.212 0.157
C 3.756 -3.171 -1.545 -0.079 -0.082 0.098
C 3.974 -4.483 -1.120 -0.223 0.166 0.032
C 2.990 -5.149 -0.388 -0.080 0.215 -0.057
C 1.792 -4.505 -0.082 0.113 0.124 -0.072
H 2.383 -1.504 -1.573 0.113 -0.131 -0.055
H 4.521 -2.649 -2.113 -0.115 -0.089 0.074
H 4.909 -4.985 -1.355 -0.152 0.086 0.030
H 3.155 -6.168 -0.050 -0.034 0.157 -0.061
H 1.033 -5.023 0.498 0.102 0.013 -0.069
C -0.956 -4.067 -2.176 -0.136 0.208 0.064
C -1.904 -4.476 -3.115 -0.088 0.193 0.099
C -3.083 -3.749 -3.283 0.200 0.046 0.158
C -3.314 -2.606 -2.514 0.129 0.029 0.075
C -2.365 -2.190 -1.584 0.237 -0.451 -0.259
H -0.035 -4.628 -2.054 -0.120 0.049 -0.037
H -1.717 -5.359 -3.719 -0.035 0.142 0.103
H -3.816 -4.067 -4.019 0.110 0.053 0.129
H -4.226 -2.032 -2.649 0.092 -0.119 0.006
H -2.518 -1.286 -0.999 -0.131 -0.006 -0.016
H 3.242 -0.068 -3.884 0.004 0.010 -0.073
H 2.638 -0.079 -4.318 0.080 -0.006 0.041
N 0.266 0.268 4.000 0.976 0.172 0.097
C -1.039 -0.038 3.869 -2.139 -0.436 -0.072
C -1.322 -0.176 2.526 -0.585 -0.048 1.758
N -0.189 0.047 1.837 1.668 0.602 2.230
C 0.761 0.313 2.749 0.261 0.062 -0.708
H 0.787 0.436 4.888 -0.689 -0.248 -1.288
H -1.732 -0.153 4.692 0.317 0.047 0.025
H -2.278 -0.421 2.083 0.184 -0.041 -0.023
H 1.792 0.535 2.507 -0.136 -0.002 0.127
```
Positions in Å, forces in eV/Å.